{
  "formula": "C58H75AsBrF3I2N2O6PS2",
  "method": "the ωB97M-V functional and the def2-TZVPD basis",
  "species": ["C", "C", "O", "C", "O", "C", "C", "C", "As", "C", "C", "C", "I", "C", "C", "C", "C", "C", "C", "C", "S", "C", "N", "N", "C", "O", "C", "Br", "C", "C", "P", "O", "I", "S", "O", "O", "C", "F", "F", "F", "H", "H", "H", "H", "H", "H", "H", "H", "H", "H", "H", "H", "H", "H", "H", "H", "H", "H", "H", "H", "H", "H", "H", "H", "H", "H", "H", "H", "H", "H", "H", "H", "H", "H", "H", "H", "H", "H", "H", "C", "C", "C", "C", "C", "C", "H", "H", "H", "H", "H", "H", "C", "C", "C", "C", "C", "C", "H", "H", "H", "H", "H", "H", "C", "C", "C", "C", "C", "C", "H", "H", "H", "H", "H", "H", "C", "C", "C", "C", "C", "C", "H", "H", "H", "H", "H", "H", "C", "C", "C", "C", "C", "C", "H", "H", "H", "H", "H", "H", "C", "C", "C", "C", "C", "C", "H", "H", "H", "H", "H", "H"],
  "positions_angstrom": [[4.371, 1.367, -2.210], [3.563, 1.627, -3.554], [2.298, 2.199, -3.213], [1.207, 1.513, -3.718], [1.157, 0.300, -3.749], [0.110, 2.312, -4.460], [-1.272, 2.772, -3.932], [-2.013, 2.934, -2.600], [-1.688, 4.139, -0.991], [-2.380, 2.764, 0.363], [-1.656, 2.481, 1.723], [-1.600, 0.940, 2.176], [-3.539, -0.037, 2.128], [0.134, 3.322, -0.784], [0.436, 1.805, -0.538], [-0.377, 0.584, -1.045], [0.567, -0.706, -0.865], [-0.201, -1.911, -1.568], [-1.345, -2.527, -0.648], [-0.735, -3.080, 0.694], [-1.656, -4.558, 1.372], [-1.601, -5.698, -0.038], [-0.478, -5.629, -0.792], [-0.682, -6.532, -1.801], [-1.872, -7.119, -1.603], [-2.523, -6.599, -0.484], [-1.083, 5.748, -2.138], [0.394, 5.584, -3.442], [-2.237, 6.613, -2.850], [-2.895, 6.040, -4.140], [-4.007, 4.738, -1.199], [-4.951, 3.296, -1.336], [-5.100, 5.658, 0.785], [-1.341, 5.756, 0.714], [-2.041, 7.055, 0.410], [-1.904, 5.429, 2.039], [0.400, 6.333, 1.101], [1.362, 6.216, 0.148], [0.841, 5.589, 2.200], [0.373, 7.638, 1.568], [4.516, 2.342, -1.678], [3.791, 0.708, -1.502], [5.345, 0.887, -2.483], [4.163, 2.360, -4.171], [3.541, 0.675, -4.134], [0.683, 3.185, -4.909], [-0.016, 1.704, -5.410], [-1.491, 3.683, -4.575], [-1.974, 2.050, -4.485], [-2.370, 1.916, -2.248], [-3.022, 3.321, -2.976], [-2.650, 1.769, -0.087], [-3.396, 3.120, 0.720], [-0.604, 2.847, 1.839], [-2.212, 2.927, 2.599], [-0.782, 0.364, 1.679], [-1.319, 0.983, 3.269], [0.519, 3.769, 0.194], [0.919, 3.688, -1.505], [1.490, 1.607, -0.917], [0.615, 1.580, 0.562], [-1.276, 0.264, -0.442], [-0.729, 0.575, -2.104], [0.774, -0.915, 0.221], [1.558, -0.519, -1.362], [0.534, -2.705, -1.888], [-0.665, -1.514, -2.512], [-1.870, -3.293, -1.275], [-2.093, -1.725, -0.403], [-0.765, -2.284, 1.476], [0.305, -3.450, 0.471], [-2.248, -7.917, -2.272], [-0.580, 6.560, -1.529], [-1.616, 7.477, -3.265], [-2.896, 7.149, -2.125], [-2.079, 5.827, -4.889], [-3.621, 5.202, -4.015], [-3.487, 6.882, -4.613], [-4.392, 2.509, -1.436], [-9.056, -0.745, 4.788], [-8.889, -0.434, 6.132], [-7.655, 0.005, 6.596], [-6.590, 0.142, 5.713], [-6.758, -0.165, 4.369], [-7.990, -0.613, 3.907], [-10.018, -1.090, 4.427], [-9.722, -0.534, 6.819], [-7.523, 0.241, 7.645], [-5.628, 0.488, 6.074], [-5.927, -0.057, 3.681], [-8.119, -0.857, 2.859], [1.156, 10.246, 4.870], [1.594, 9.317, 3.934], [2.955, 9.112, 3.743], [3.878, 9.828, 4.495], [3.441, 10.755, 5.434], [2.080, 10.967, 5.619], [0.095, 10.409, 5.016], [0.875, 8.754, 3.352], [3.296, 8.392, 3.008], [4.940, 9.664, 4.349], [4.161, 11.312, 6.022], [1.738, 11.693, 6.347], [5.274, -6.409, -2.844], [4.393, -7.211, -3.560], [3.023, -7.101, -3.350], [2.533, -6.181, -2.430], [3.414, -5.377, -1.717], [4.784, -5.493, -1.920], [6.342, -6.497, -3.006], [4.775, -7.924, -4.283], [2.337, -7.731, -3.903], [1.466, -6.092, -2.269], [3.031, -4.658, -1.000], [5.471, -4.869, -1.360], [6.957, -2.845, 0.302], [6.520, -3.591, 1.389], [7.432, -4.037, 2.338], [8.781, -3.729, 2.203], [9.217, -2.980, 1.118], [8.307, -2.541, 0.164], [6.246, -2.499, -0.440], [5.467, -3.825, 1.498], [7.092, -4.625, 3.183], [9.491, -4.074, 2.946], [10.269, -2.739, 1.014], [8.648, -1.962, -0.685], [-0.991, -5.000, -7.058], [-0.411, -5.164, -5.806], [-1.213, -5.241, -4.673], [-2.595, -5.163, -4.794], [-3.175, -5.003, -6.047], [-2.373, -4.917, -7.179], [-0.365, -4.937, -7.941], [0.667, -5.231, -5.711], [-0.761, -5.362, -3.696], [-3.221, -5.228, -3.911], [-4.254, -4.944, -6.141], [-2.825, -4.787, -8.155], [-1.253, -6.364, 4.694], [-1.038, -7.175, 5.801], [-0.008, -6.883, 6.688], [0.800, -5.773, 6.472], [0.582, -4.960, 5.366], [-0.442, -5.258, 4.475], [-2.054, -6.594, 4.000], [-1.673, -8.037, 5.973], [0.164, -7.519, 7.548], [1.600, -5.542, 7.166], [1.211, -4.093, 5.198], [-0.610, -4.627, 3.608]],
  "forces_ev_per_a": [[-0.67, 0.15, -0.48], [2.14, -0.37, 1.23], [-0.87, -0.46, -1.41], [-0.71, -0.93, -0.49], [0.62, 0.86, 0.31], [2.30, 0.99, -1.01], [-1.99, -0.19, -3.11], [-2.42, -0.57, -0.05], [1.41, -4.11, -2.01], [-1.35, -0.69, 2.18], [-0.40, -1.24, 1.27], [1.25, 1.46, 0.80], [0.84, 0.11, -0.21], [2.38, 0.76, 1.47], [0.79, -0.97, 0.53], [0.50, -1.82, 0.55], [-0.93, 0.17, -1.07], [0.32, 0.15, 0.49], [0.48, 0.64, -0.47], [0.15, -0.58, -1.52], [-0.94, -0.42, -1.00], [2.90, 1.66, -0.44], [-3.09, -0.89, 1.15], [-2.74, -1.74, 0.46], [2.50, 1.38, -0.38], [1.54, 0.23, -0.67], [-0.73, 2.77, -0.14], [-0.05, -0.34, -0.01], [1.70, 0.91, -0.94], [-0.31, 0.97, -0.41], [-2.40, 0.78, -1.27], [1.45, 0.50, 0.27], [0.04, -0.18, 0.19], [-3.64, 4.14, 3.65], [1.73, -1.42, -1.65], [1.51, -1.48, -0.52], [1.84, 0.53, 2.30], [-1.13, 0.33, 0.68], [-0.31, 0.74, -1.54], [0.11, -1.73, -1.17], [0.11, -0.83, -0.51], [0.58, 0.49, -0.91], [-0.72, 0.48, 0.45], [-0.88, -0.48, 0.61], [-0.67, 0.71, 0.49], [-0.76, -0.56, 1.02], [-0.32, 0.28, 1.41], [0.50, -0.77, 1.08], [0.82, 0.64, 0.86], [0.88, 1.04, 0.00], [1.21, -0.28, 0.17], [0.66, 0.94, -0.04], [1.07, -0.08, -0.59], [-0.81, -0.21, -0.36], [0.52, 0.04, -1.28], [-1.13, 0.11, 0.05], [-0.46, -0.32, -1.10], [-0.39, -0.25, -1.04], [-1.18, -0.20, 0.35], [-1.21, 0.48, 0.07], [-0.54, 0.54, -1.05], [0.70, 1.05, -0.47], [0.58, 0.35, 0.81], [-0.26, 0.21, -0.86], [-0.96, -0.26, 0.36], [-0.81, 0.55, 0.46], [0.44, -0.42, 0.86], [0.43, 0.41, 0.84], [0.59, -0.80, -0.21], [0.04, -0.94, -0.36], [-0.94, 0.56, 0.53], [-0.21, 0.76, 1.03], [-0.77, -1.34, -0.14], [-0.71, -0.81, 0.46], [0.30, -1.11, -0.36], [-0.88, -0.16, 0.78], [0.83, 0.48, 0.03], [0.53, -0.85, 0.54], [-0.17, 0.19, 0.23], [0.04, 0.00, 0.00], [0.01, -0.01, 0.00], [0.00, 0.00, -0.05], [-0.04, -0.02, 0.02], [-0.02, -0.04, -0.04], [-0.01, 0.01, 0.07], [0.04, 0.02, 0.02], [0.04, 0.00, -0.03], [-0.01, 0.00, -0.04], [-0.04, -0.01, -0.04], [-0.13, 0.02, 0.13], [0.01, 0.03, 0.04], [0.11, 0.03, 0.03], [-0.11, -0.01, -0.01], [0.02, 0.05, 0.06], [-0.05, 0.00, -0.01], [0.00, 0.01, -0.01], [0.00, -0.04, -0.03], [0.04, -0.02, -0.02], [0.10, 0.09, 0.12], [-0.04, 0.01, 0.03], [-0.04, 0.01, 0.01], [-0.03, -0.02, -0.03], [0.02, -0.03, -0.02], [-0.03, 0.00, 0.00], [-0.01, 0.00, 0.02], [0.09, 0.06, 0.02], [-0.06, 0.06, -0.01], [0.08, -0.03, -0.03], [-0.01, 0.00, -0.01], [-0.04, 0.01, 0.01], [-0.01, 0.03, 0.04], [0.01, 0.04, 0.02], [0.17, -0.04, -0.04], [-0.01, -0.04, -0.04], [-0.01, -0.04, -0.02], [0.02, 0.00, 0.01], [0.00, -0.01, -0.01], [0.03, 0.03, -0.02], [-0.04, 0.01, -0.03], [-0.01, -0.02, 0.00], [-0.01, -0.02, 0.03], [0.03, 0.00, 0.04], [0.05, 0.00, -0.01], [0.01, 0.03, -0.03], [-0.03, 0.01, -0.03], [-0.05, -0.01, 0.00], [-0.02, -0.02, 0.04], [-0.03, -0.02, 0.04], [-0.04, 0.01, -0.06], [0.04, 0.09, -0.02], [0.06, -0.02, -0.07], [-0.02, -0.01, 0.00], [0.02, -0.02, 0.03], [-0.03, 0.00, 0.04], [-0.05, 0.03, 0.02], [-0.02, 0.02, -0.20], [0.02, 0.03, -0.02], [0.05, 0.02, 0.00], [0.01, 0.00, 0.04], [0.03, 0.01, 0.01], [0.02, 0.00, -0.01], [-0.01, 0.03, -0.02], [-0.01, -0.02, -0.02], [-0.02, -0.06, 0.03], [0.07, 0.12, 0.11], [0.03, 0.03, 0.02], [0.03, 0.04, -0.01], [-0.02, 0.03, -0.03], [-0.03, -0.01, -0.03], [-0.03, -0.04, 0.01], [0.10, -0.15, 0.28]],
  "mulliken_charge": [-0.866, -0.393, -0.140, 1.036, -0.595, -1.191, -1.321, -0.387, 0.766, -0.604, -0.581, -0.925, 0.047, -1.277, -1.213, 0.887, -0.310, -1.014, -0.165, -0.523, -0.220, 0.403, 0.032, -0.463, -0.230, -0.255, -0.462, -0.073, -0.790, -1.061, 0.242, -0.542, -0.192, 1.237, -0.625, -0.709, 0.459, -0.209, -0.277, -0.233, 0.250, 0.133, 0.384, 0.276, 0.351, 0.240, 0.423, 0.071, 0.465, 0.528, 0.510, 0.274, 0.288, 0.163, 0.453, 0.086, 0.720, 0.096, 0.349, 0.313, 0.620, -0.564, 0.277, 0.538, -0.071, 0.241, 0.379, 0.314, 0.157, 0.342, 0.174, 0.412, 0.396, 0.544, 0.364, 0.257, 0.182, 0.450, 0.367, -0.278, -0.395, -0.280, -0.553, -0.011, -0.524, 0.343, 0.345, 0.345, 0.360, 0.181, 0.351, -0.636, -0.145, -0.396, -0.383, -0.406, -0.285, 0.364, 0.480, 0.386, 0.348, 0.340, 0.348, -0.620, -0.279, -0.645, 0.192, -0.680, -0.032, 0.364, 0.362, 0.402, 0.310, 0.447, 0.321, -0.397, -0.373, -0.394, -0.377, -0.326, -0.437, 0.502, 0.400, 0.356, 0.350, 0.352, 0.356, -0.427, -0.593, -0.020, -0.411, -0.492, -0.417, 0.371, 0.419, 0.473, 0.389, 0.353, 0.347, -0.275, -0.368, -0.407, -0.335, -0.624, 0.248, 0.347, 0.349, 0.348, 0.355, 0.366, -0.065],
  "homo_energy_ha": -0.16506,
  "max_force_ev_per_a": 6.61,
  "lumo_energy_ev": 1.79,
  "charge": -1,
  "homo_lumo_gap_ev": 6.3
}